C10H11N3 | ωB97M-V/def2-TZVPD

```
24
Properties=species:S:1:pos:R:3
C -1.31 1.96 1.40
C -2.35 0.17 0.89
C -1.16 0.83 0.66
C 1.77 -0.49 -1.40
C 2.50 -1.64 -1.21
C 0.84 -0.34 -0.29
C 1.15 -1.37 0.67
C 0.90 -1.60 1.96
C -0.18 0.58 -0.37
C -0.30 1.53 -1.51
N -2.46 1.99 2.07
N -3.13 0.91 1.66
N 2.13 -2.14 0.07
H -0.49 2.75 1.63
H -2.93 -0.52 0.23
H 1.84 0.11 -2.34
H 2.99 -2.24 -1.96
H 1.55 -2.20 2.58
H 0.16 -1.10 2.47
H -0.34 0.87 -2.52
H -1.27 2.07 -1.50
H 0.34 2.35 -1.54
H -4.02 0.62 2.07
H 2.35 -3.08 0.21
```

Total charge: 0
DFT total energy: -551.80551 Eh
Structure (SMILES): C=c1[nH]cc/c1=C(\C)c1cn[nH]c1
LUMO level: 0.44 eV
Energy relative to the best compared isomer or geometry (same formula, charge and spin): 3.826 eV